Entry 1:
{"formula": "C16H52N4O8", "method": "ωB97M-V with the def2-TZVPD basis set", "homo_ev": -8.9683, "de_lowest_kj_mol": 350.57, "homo_lumo_gap_ev": 9.19, "smiles": "COC[C@H](C)N.COC[C@H](C)N.COC[C@H](C)N.COC[C@H](C)N.O.O.O.O", "species": ["O", "O", "O", "O", "O", "O", "O", "O", "N", "N", "N", "N", "C", "C", "C", "C", "C", "C", "C", "C", "C", "C", "C", "C", "C", "C", "C", "C", "H", "H", "H", "H", "H", "H", "H", "H", "H", "H", "H", "H", "H", "H", "H", "H", "H", "H", "H", "H", "H", "H", "H", "H", "H", "H", "H", "H", "H", "H", "H", "H", "H", "H", "H", "H", "H", "H", "H", "H", "H", "H", "H", "H", "H", "H", "H", "H", "H", "H", "H", "H"], "xyz": [[13.392, -26.963, 3.498], [7.007, -23.936, 6.386], [1.313, -27.378, 1.809], [11.341, -20.830, 3.930], [10.981, -24.586, 8.019], [9.909, -26.267, 4.657], [12.667, -27.592, 10.735], [9.462, -26.624, -4.755], [13.425, -27.024, 14.216], [3.274, -26.038, 4.675], [10.193, -28.166, -2.371], [13.818, -23.238, 5.493], [1.541, -26.919, 3.100], [3.060, -26.546, 3.294], [13.701, -27.514, 9.716], [9.283, -27.070, -2.360], [9.907, -20.882, 3.960], [9.300, -26.384, -0.958], [11.883, -22.088, 4.366], [13.667, -25.276, 12.462], [13.098, -26.659, 12.895], [13.224, -21.988, 5.072], [0.123, -26.958, 1.133], [10.398, -26.304, -5.697], [13.323, -27.872, 11.923], [4.085, -27.632, 3.263], [9.819, -26.074, -3.446], [14.246, -21.259, 4.075], [11.200, -22.648, 5.005], [11.326, -26.876, -5.684], [6.212, -24.470, 6.385], [10.050, -26.454, -6.719], [11.919, -22.693, 3.460], [9.167, -25.665, 4.719], [9.411, -21.442, 3.167], [3.947, -28.292, 2.406], [9.421, -21.233, 4.870], [14.341, -28.235, 11.781], [14.430, -27.123, 14.236], [15.223, -20.983, 4.473], [12.713, -28.678, 12.330], [13.480, -27.405, 2.654], [14.755, -25.296, 12.401], [10.231, -26.343, 5.555], [1.078, -27.691, 3.714], [10.548, -25.225, -5.644], [9.083, -27.071, -0.139], [12.447, -26.876, 3.626], [1.026, -25.979, 3.299], [13.743, -20.390, 3.650], [13.265, -23.711, 6.194], [3.842, -28.396, 4.001], [13.347, -24.978, 11.463], [2.568, -25.329, 4.812], [10.875, -25.862, -3.278], [12.024, -26.472, 12.878], [-0.732, -27.120, 1.789], [3.381, -25.755, 2.616], [14.402, -22.040, 3.332], [8.578, -25.575, -0.849], [9.547, -28.922, -2.194], [13.371, -27.216, 8.720], [10.841, -25.206, 8.734], [8.278, -27.399, -2.625], [13.148, -21.421, 6.000], [14.544, -26.855, 9.926], [5.125, -27.306, 3.247], [13.830, -23.968, 4.795], [13.110, -27.977, 14.330], [10.250, -25.863, -0.840], [6.718, -23.076, 6.691], [13.496, -24.482, 13.189], [10.276, -28.374, -3.356], [9.458, -25.048, -3.375], [9.607, -19.913, 3.559], [3.044, -26.712, 5.391], [14.146, -28.506, 9.634], [10.331, -23.898, 8.166], [0.175, -25.916, 0.816], [-0.038, -27.592, 0.261]]}


Entry 2:
{"formula": "C4H6N", "method": "ωB97M-V with the def2-TZVPD basis set", "homo_ev": -15.2723, "de_lowest_kj_mol": 250.43, "homo_lumo_gap_ev": 11.72, "charge": 1, "smiles": "C=C1[C@H]2C[N@@H+]12", "species": ["N", "C", "C", "C", "C", "H", "H", "H", "H", "H", "H"], "xyz": [[0.629, 0.571, 0.228], [0.447, -0.474, -0.828], [-0.984, -1.129, 1.353], [-0.312, -0.473, 0.439], [0.297, 0.969, -1.160], [-1.040, -0.615, 2.313], [1.019, 1.586, -1.770], [1.110, -1.261, -1.083], [-0.722, 1.514, -1.087], [-1.628, -2.040, 1.034], [1.395, 0.991, 0.735]]}


Entry 3:
{"formula": "C25H35AuIN5OP", "method": "ωB97M-V with the def2-TZVPD basis set", "homo_ev": [-16.8557, -16.8550], "s2": 2.0335, "de_lowest_kj_mol": 7.40, "homo_lumo_gap_ev": [8.79, 4.96], "spin_multiplicity": 3, "charge": 3, "species": ["Au", "I", "P", "O", "N", "N", "N", "N", "N", "C", "C", "C", "C", "C", "C", "C", "C", "C", "C", "C", "C", "C", "C", "C", "C", "C", "C", "C", "C", "C", "C", "C", "C", "C", "H", "H", "H", "H", "H", "H", "H", "H", "H", "H", "H", "H", "H", "H", "H", "H", "H", "H", "H", "H", "H", "H", "H", "H", "H", "H", "H", "H", "H", "H", "H", "H", "H", "H", "H"], "xyz": [[-0.359, -0.350, -1.017], [-4.876, -0.742, 0.220], [0.596, 0.266, 1.026], [-2.153, 1.200, -0.247], [-3.495, 2.875, -0.940], [-1.084, -0.579, -3.032], [-0.264, -2.642, -1.128], [2.190, -0.454, 1.322], [3.164, 0.331, -0.596], [-0.805, -1.983, -3.450], [-0.848, -3.245, 0.085], [5.560, 0.162, -0.824], [-3.249, 1.777, -0.227], [1.098, 2.734, -0.079], [-0.362, 0.360, -3.926], [1.243, 4.109, -0.044], [-1.102, -2.938, -2.318], [4.552, -0.782, 1.102], [-0.300, -0.800, 4.855], [0.827, 2.034, 1.102], [-1.548, -0.775, 2.366], [4.260, 0.558, -1.267], [-2.541, -0.295, -3.123], [5.689, -0.533, 0.373], [0.393, -0.345, 3.747], [0.679, 2.721, 2.309], [-1.613, -1.239, 4.723], [-2.237, -1.221, 3.483], [-4.370, 1.283, 0.654], [0.829, 4.099, 2.333], [1.113, 4.789, 1.163], [3.298, -0.300, 0.598], [-0.229, -0.339, 2.491], [1.133, -3.073, -1.303], [-3.260, -1.558, 3.382], [-4.039, 1.307, 1.689], [-2.870, -0.424, -4.156], [-2.042, -0.750, 1.402], [-2.748, 3.320, -1.450], [1.459, 4.655, -0.953], [1.229, 5.864, 1.188], [4.159, 1.068, -2.219], [2.281, -0.947, 2.205], [6.422, 0.397, -1.434], [0.710, 0.182, -3.861], [0.433, 2.197, 3.222], [-0.246, -2.986, 0.954], [6.658, -0.860, 0.725], [0.238, -2.045, -3.757], [-1.414, -2.233, -4.323], [1.168, -4.157, -1.448], [-0.866, -4.334, -0.023], [1.403, 0.030, 3.881], [-2.723, 0.730, -2.811], [1.586, -2.582, -2.160], [0.179, -0.805, 5.825], [-0.928, -3.972, -2.631], [-5.283, 1.860, 0.550], [1.209, 2.200, -1.016], [1.696, -2.821, -0.406], [4.587, -1.302, 2.051], [-2.144, -2.860, -2.009], [-3.102, -0.960, -2.472], [-0.688, 0.216, -4.959], [-0.584, 1.383, -3.628], [0.718, 4.634, 3.266], [-4.374, 3.363, -0.874], [-2.150, -1.592, 5.593], [-1.863, -2.879, 0.227]]}


Entry 4:
{"formula": "C5H10O", "method": "ωB97M-V with the def2-TZVPD basis set", "homo_ev": -9.2323, "de_lowest_kj_mol": 336.90, "homo_lumo_gap_ev": 10.39, "species": ["O", "C", "C", "C", "C", "C", "H", "H", "H", "H", "H", "H", "H", "H", "H", "H"], "xyz": [[-0.710, 0.850, 1.185], [-0.006, -0.330, 1.471], [0.369, 1.494, 0.529], [0.438, -0.612, -0.502], [-0.870, -1.284, -0.904], [0.539, 0.861, -0.851], [1.515, 1.167, -1.256], [-0.585, -1.220, 1.584], [-1.675, -0.756, -0.386], [-1.128, -1.282, -1.976], [0.487, -0.117, 2.476], [1.211, 0.960, 1.065], [-0.243, 1.215, -1.531], [-0.855, -2.329, -0.582], [0.197, 2.582, 0.507], [1.317, -1.196, -0.830]]}


Entry 5:
{"formula": "C5H5N3Si", "method": "ωB97M-V with the def2-TZVPD basis set", "homo_ev": -12.3448, "de_lowest_kj_mol": 0.00, "homo_lumo_gap_ev": 11.16, "smiles": "CC[Si](C#N)(C#N)C#N", "species": ["Si", "N", "N", "N", "C", "C", "C", "C", "C", "H", "H", "H", "H", "H"], "xyz": [[-0.885, 0.115, -0.116], [-0.965, -1.434, 2.469], [-2.315, -0.645, -2.588], [-2.571, 2.702, 1.372], [-0.957, -0.919, 1.461], [-2.066, 1.839, 0.827], [-1.792, -0.460, -1.584], [0.947, 0.441, -0.549], [1.911, -0.583, 0.027], [1.216, 0.311, -1.644], [1.415, -1.533, -0.413], [1.350, 1.353, -0.088], [2.943, -0.530, -0.223], [1.768, -0.658, 1.049]]}


Repeat the third record exactly.
{"formula": "C25H35AuIN5OP", "method": "ωB97M-V with the def2-TZVPD basis set", "homo_ev": [-16.8557, -16.8550], "s2": 2.0335, "de_lowest_kj_mol": 7.40, "homo_lumo_gap_ev": [8.79, 4.96], "spin_multiplicity": 3, "charge": 3, "species": ["Au", "I", "P", "O", "N", "N", "N", "N", "N", "C", "C", "C", "C", "C", "C", "C", "C", "C", "C", "C", "C", "C", "C", "C", "C", "C", "C", "C", "C", "C", "C", "C", "C", "C", "H", "H", "H", "H", "H", "H", "H", "H", "H", "H", "H", "H", "H", "H", "H", "H", "H", "H", "H", "H", "H", "H", "H", "H", "H", "H", "H", "H", "H", "H", "H", "H", "H", "H", "H"], "xyz": [[-0.359, -0.350, -1.017], [-4.876, -0.742, 0.220], [0.596, 0.266, 1.026], [-2.153, 1.200, -0.247], [-3.495, 2.875, -0.940], [-1.084, -0.579, -3.032], [-0.264, -2.642, -1.128], [2.190, -0.454, 1.322], [3.164, 0.331, -0.596], [-0.805, -1.983, -3.450], [-0.848, -3.245, 0.085], [5.560, 0.162, -0.824], [-3.249, 1.777, -0.227], [1.098, 2.734, -0.079], [-0.362, 0.360, -3.926], [1.243, 4.109, -0.044], [-1.102, -2.938, -2.318], [4.552, -0.782, 1.102], [-0.300, -0.800, 4.855], [0.827, 2.034, 1.102], [-1.548, -0.775, 2.366], [4.260, 0.558, -1.267], [-2.541, -0.295, -3.123], [5.689, -0.533, 0.373], [0.393, -0.345, 3.747], [0.679, 2.721, 2.309], [-1.613, -1.239, 4.723], [-2.237, -1.221, 3.483], [-4.370, 1.283, 0.654], [0.829, 4.099, 2.333], [1.113, 4.789, 1.163], [3.298, -0.300, 0.598], [-0.229, -0.339, 2.491], [1.133, -3.073, -1.303], [-3.260, -1.558, 3.382], [-4.039, 1.307, 1.689], [-2.870, -0.424, -4.156], [-2.042, -0.750, 1.402], [-2.748, 3.320, -1.450], [1.459, 4.655, -0.953], [1.229, 5.864, 1.188], [4.159, 1.068, -2.219], [2.281, -0.947, 2.205], [6.422, 0.397, -1.434], [0.710, 0.182, -3.861], [0.433, 2.197, 3.222], [-0.246, -2.986, 0.954], [6.658, -0.860, 0.725], [0.238, -2.045, -3.757], [-1.414, -2.233, -4.323], [1.168, -4.157, -1.448], [-0.866, -4.334, -0.023], [1.403, 0.030, 3.881], [-2.723, 0.730, -2.811], [1.586, -2.582, -2.160], [0.179, -0.805, 5.825], [-0.928, -3.972, -2.631], [-5.283, 1.860, 0.550], [1.209, 2.200, -1.016], [1.696, -2.821, -0.406], [4.587, -1.302, 2.051], [-2.144, -2.860, -2.009], [-3.102, -0.960, -2.472], [-0.688, 0.216, -4.959], [-0.584, 1.383, -3.628], [0.718, 4.634, 3.266], [-4.374, 3.363, -0.874], [-2.150, -1.592, 5.593], [-1.863, -2.879, 0.227]]}


Question: Number 2 is which compound?
Answer: C4H6N